A structure of composition C8H21BrCa2FMgNO7PS in a non-equilibrium geometry. Source: the Open Molecules 2025 dataset; level of theory: ωB97M-V/def2-TZVPD.

Positions of all 44 atoms, in Å:
S 2.10 -0.36 0.88
C 1.12 -1.98 0.72
C 0.76 -2.39 -0.83
C -0.40 -1.33 -1.41
C -1.92 -1.79 -1.02
C -2.55 -0.57 -0.13
O -2.39 -0.95 1.29
P -2.79 -2.66 1.36
O -2.10 -3.02 -0.21
H 1.27 0.44 1.71
H 0.11 -1.87 1.31
H 1.73 -2.86 1.19
H 1.72 -2.29 -1.49
H 0.36 -3.49 -0.94
H -0.08 -0.27 -1.02
H -0.33 -1.29 -2.60
H -2.47 -1.78 -2.06
H -2.08 0.45 -0.51
H -3.70 -0.33 -0.23
H -3.44 -2.41 2.65
H -4.10 -2.55 0.76
H -3.00 -4.10 1.56
H -1.61 -2.90 2.16
C 0.20 3.37 -0.06
C 0.26 2.85 -1.47
O -0.23 1.76 -1.77
C 0.94 3.70 -2.50
H -0.32 2.64 0.57
H 1.22 3.51 0.33
H -0.35 4.31 -0.04
H 1.99 3.86 -2.23
H 0.43 4.66 -2.59
H 0.91 3.20 -3.47
Ca 2.30 -2.42 -2.83
Br 3.20 1.63 0.61
N 0.80 1.88 3.83
O 0.95 0.88 4.56
O -0.10 1.90 2.98
O 1.56 2.85 3.96
Mg 2.30 -0.73 3.24
O 4.70 2.38 -2.57
H 4.71 1.99 -1.72
Ca -2.80 0.86 -1.89
F 1.10 -4.76 -0.07

Summary:
Total energy, eV: -159636.108
Largest force on an atom, eV Å⁻¹: 8.816
HOMO-LUMO gap, eV: 2.564
Net charge: +1

A structure of composition C8H21ClI2NP2Tm in a non-equilibrium geometry. Source: the Open Molecules 2025 dataset; level of theory: ωB97M-V/def2-TZVPD.

Positions of all 36 atoms, in Å:
I 2.92 -3.63 -0.49
I 1.32 -4.67 1.16
Tm -0.71 0.53 -0.31
P 0.01 2.61 1.49
C 1.12 1.85 2.72
C 0.84 4.11 0.88
H 0.82 4.95 1.59
H -1.14 4.23 2.97
H 0.33 4.38 -0.04
H -2.15 3.54 1.65
H 2.05 1.56 2.20
H 1.88 3.80 0.67
C -1.39 3.32 2.40
H 1.33 2.57 3.54
H -1.73 2.51 3.07
H 0.63 0.96 3.14
P -1.04 -1.39 -2.38
C -0.13 -2.86 -1.85
C -2.76 -1.89 -2.66
H -0.83 0.02 -4.25
H -0.95 -1.67 -4.84
H 0.59 -1.07 -4.08
C -0.51 -1.01 -4.08
H -3.33 -0.96 -2.72
H -2.90 -2.48 -3.57
H -0.33 -3.71 -2.53
H -0.45 -3.14 -0.84
H -3.04 -2.45 -1.76
H 0.94 -2.62 -1.84
Cl -1.58 2.24 -1.84
C 1.82 -1.85 2.49
C 1.61 -1.27 1.20
N 1.04 -0.49 0.45
H 2.51 -1.22 3.07
H 2.40 -2.78 2.43
H 0.82 -2.03 2.97

Summary:
Total energy, eV: -86944.448
Largest force on an atom, eV Å⁻¹: 7.792
HOMO-LUMO gap (alpha / beta), eV: 7.436 / 7.464
Spin multiplicity: 3
<S²>: 2.0021
Net charge: +2

A cluster of 2 separate species, C8H21ClN2O3S2 in total in a non-equilibrium geometry. Source: the Open Molecules 2025 dataset; level of theory: ωB97M-V/def2-TZVPD.

Positions of all 37 atoms, in Å:
C 0.52 1.02 -2.88
N 0.56 2.01 -1.80
C -0.37 1.82 -0.74
S 0.43 1.70 0.92
C -0.99 1.47 2.03
N -1.61 0.19 1.79
C 1.36 0.16 1.15
C 2.09 -0.41 -0.08
C 1.35 -1.63 -0.66
C 2.28 -2.84 -0.91
S 2.28 -3.34 -2.63
O 0.93 -3.59 -3.01
O 3.16 -4.45 -2.80
Cl 3.08 -1.74 -3.65
H 1.49 0.56 -3.04
H -0.20 0.23 -2.71
H 0.24 1.50 -3.82
H 0.53 2.95 -2.15
H -1.00 2.71 -0.65
H -1.05 0.98 -0.88
H -0.62 1.51 3.05
H -1.70 2.28 1.82
H -1.40 -0.20 0.89
H -2.63 0.28 1.96
H 0.74 -0.61 1.62
H 2.11 0.41 1.89
H 2.34 0.33 -0.83
H 3.04 -0.79 0.30
H 0.58 -2.00 0.01
H 0.84 -1.41 -1.60
H 3.31 -2.65 -0.62
H 1.96 -3.71 -0.35
C -4.72 1.43 3.67
O -4.02 0.37 3.20
H -4.42 1.82 4.68
H -4.68 2.37 3.04
H -5.82 1.28 3.79

Summary:
Total energy, eV: -51946.515
Largest force on an atom, eV Å⁻¹: 2.122
HOMO-LUMO gap, eV: 4.662
Net charge: 0

A cluster of 6 separate species, C8H21ClN5O11S in total in a non-equilibrium geometry. Source: the Open Molecules 2025 dataset; level of theory: ωB97M-V/def2-TZVPD.

Positions of all 47 atoms, in Å:
Cl -1.07 -0.94 0.23
S -0.84 0.63 -0.92
C -2.04 1.84 -0.45
C -3.49 1.52 -0.71
C -3.97 0.15 -0.98
O -3.85 1.24 -2.01
H -1.30 0.21 -2.12
H -1.79 2.71 -1.06
H -1.89 2.10 0.60
H -4.17 2.13 -0.14
H -3.40 -0.62 -1.47
H -5.01 -0.02 -0.77
C 2.93 2.98 0.11
N 1.75 3.56 -0.60
O 1.61 3.29 -1.78
O 1.00 4.27 0.04
H 3.49 2.38 -0.60
H 3.51 3.81 0.49
H 2.54 2.38 0.93
C 0.17 -3.10 2.47
N 1.05 -3.32 3.65
O 2.24 -3.11 3.52
O 0.51 -3.68 4.68
H 0.80 -2.77 1.65
H -0.33 -4.03 2.24
H -0.54 -2.33 2.77
C 2.98 3.39 -4.92
N 4.27 2.67 -4.73
O 4.57 2.35 -3.59
O 4.93 2.45 -5.71
H 2.52 3.50 -3.95
H 3.20 4.35 -5.38
H 2.37 2.78 -5.58
C 0.40 -0.22 5.39
N -0.67 0.45 4.60
O -0.77 0.19 3.41
O -1.38 1.23 5.18
H 0.96 -0.88 4.74
H 1.03 0.56 5.81
H -0.09 -0.77 6.19
C -2.11 -5.05 -2.08
N -1.27 -4.40 -1.03
O -0.22 -3.90 -1.36
O -1.71 -4.40 0.10
H -1.59 -4.97 -3.02
H -2.25 -6.08 -1.78
H -3.07 -4.53 -2.09

Summary:
Total energy, eV: -61943.555
Largest force on an atom, eV Å⁻¹: 2.558
HOMO-LUMO gap, eV: 8.088
Net charge: +1

- Number 3 is which compound?
  C8H21ClN2O3S2

- Which of these has the highest net charge?
  C8H21ClI2NP2Tm